# 1
{
  "formula": "C25H39NO5P2PdS",
  "method": "the ωB97M-V functional and the def2-TZVPD basis",
  "e_above_lowest_kcal_mol": 51.9,
  "homo_ev": -6.7235,
  "multiplicity": 1,
  "total_charge": 0,
  "elements": ["Pd", "C", "C", "C", "P", "C", "C", "C", "C", "C", "C", "C", "C", "C", "N", "C", "C", "C", "C", "C", "C", "P", "C", "C", "C", "C", "C", "C", "H", "H", "H", "H", "H", "H", "H", "H", "H", "H", "H", "H", "H", "H", "H", "H", "H", "H", "H", "H", "H", "H", "H", "H", "H", "H", "H", "H", "H", "H", "H", "H", "H", "H", "H", "H", "O", "S", "O", "O", "O", "C", "O", "H", "H", "H"],
  "coordinates": [[0.731, 0.966, -0.065], [-1.300, 0.056, -3.632], [0.094, 0.670, -3.728], [0.016, 2.186, -3.926], [1.079, 0.272, -2.253], [2.812, 0.799, -2.704], [3.906, -0.246, -2.485], [3.196, 2.082, -1.966], [1.060, -1.515, -2.074], [1.655, -2.332, -3.041], [1.782, -3.694, -2.859], [1.335, -4.235, -1.651], [0.687, -3.462, -0.713], [0.432, -2.090, -0.940], [-0.396, -1.311, -0.176], [-1.314, -1.925, 0.647], [-2.076, -3.064, 0.287], [-3.012, -3.601, 1.139], [-3.265, -3.042, 2.398], [-2.577, -1.906, 2.762], [-1.627, -1.350, 1.898], [-0.755, 0.156, 2.224], [-0.801, 0.543, 4.019], [-0.058, -0.464, 4.892], [-0.314, 1.975, 4.305], [-1.921, 1.421, 1.417], [-3.083, 1.585, 2.404], [-2.477, 0.994, 0.064], [-1.860, 0.263, -4.546], [-1.853, 0.487, -2.794], [-1.260, -1.024, -3.489], [0.652, 0.214, -4.555], [-0.466, 2.655, -3.066], [-0.572, 2.418, -4.817], [0.999, 2.643, -4.050], [2.749, 1.043, -3.771], [3.955, -0.553, -1.441], [4.863, 0.206, -2.754], [3.781, -1.139, -3.088], [3.358, 1.882, -0.905], [2.434, 2.854, -2.048], [4.126, 2.478, -2.380], [2.048, -1.884, -3.947], [2.254, -4.312, -3.610], [1.485, -5.289, -1.448], [0.348, -3.914, 0.208], [-1.922, -3.502, -0.691], [-3.568, -4.476, 0.823], [-3.989, -3.484, 3.068], [-2.770, -1.453, 3.727], [-1.865, 0.490, 4.254], [1.019, -0.412, 4.747], [-0.370, -1.491, 4.702], [-0.274, -0.224, 5.935], [0.702, 2.130, 3.945], [-0.319, 2.139, 5.384], [-0.947, 2.735, 3.848], [-1.348, 2.336, 1.305], [-3.612, 0.648, 2.581], [-3.777, 2.266, 1.905], [-2.810, 2.032, 3.352], [-3.215, 0.199, 0.195], [-1.736, 0.651, -0.646], [-2.969, 1.869, -0.363], [1.835, 1.558, 1.829], [2.182, 0.107, 1.916], [3.095, -0.283, 2.925], [2.428, -0.371, 0.546], [0.744, -0.548, 2.293], [0.564, 3.746, -0.260], [-0.183, 2.580, -0.536], [1.083, 4.135, -1.142], [1.304, 3.610, 0.534], [-0.136, 4.519, 0.082]]
}


# 2
{
  "formula": "CH2ClNO2S",
  "method": "the ωB97M-V functional and the def2-TZVPD basis",
  "e_above_lowest_kcal_mol": 35.5,
  "homo_ev": -11.2300,
  "multiplicity": 1,
  "total_charge": 0,
  "elements": ["C", "N", "O", "O", "S", "Cl", "H", "H"],
  "coordinates": [[-1.309, 0.633, 0.711], [-0.242, 0.736, 1.091], [2.143, -0.928, 1.789], [1.939, -0.127, -0.541], [2.155, 0.162, 0.879], [-1.917, -0.402, -2.229], [-2.085, 0.733, 0.012], [-0.683, -0.808, -1.712]]
}


# 3
{
  "formula": "C5H8N2",
  "method": "the ωB97M-V functional and the def2-TZVPD basis",
  "smiles": "[H]/N=C(/C#C)N(C)C",
  "e_above_lowest_kcal_mol": 118.2,
  "homo_ev": -8.2592,
  "multiplicity": 1,
  "total_charge": 0,
  "elements": ["C", "C", "N", "C", "N", "C", "C", "H", "H", "H", "H", "H", "H", "H", "H"],
  "coordinates": [[1.271, 0.185, 0.745], [0.091, -1.203, -0.881], [0.113, 0.070, -0.150], [-1.233, 0.450, 0.489], [-1.893, -0.226, 1.318], [-1.525, 1.721, -0.165], [-0.514, 1.784, -0.949], [-1.422, -1.094, 1.575], [1.248, 1.156, 1.239], [2.189, 0.114, 0.158], [1.284, -0.611, 1.497], [-0.035, -2.054, -0.201], [-0.736, -1.191, -1.590], [1.032, -1.348, -1.414], [0.129, 2.247, -1.673]]
}


Across the entries above, E_LUMO takes the values -0.71, -0.39, 0.67 eV, respectively.
Across the entries above, Kohn-Sham gap takes the values 6.02, 10.84, 8.93 eV, respectively.